Computed, not measured: a 12-piece molecular cluster, C60H164N28O8P8 overall in a non-equilibrium geometry, with wB97M-V/def2-TZVPD.

Results
DFT total energy in eV: -197302.5207
Molecular weight in g mol⁻¹: 1653.95
Energy above the lowest of the compared OMol25 structures with the same formula, charge and spin in kJ/mol: 252.50
LUMO energy in eV: 0.42
Kohn-Sham gap in eV: 8.8
Multiplicity: 1
SMILES: CN(C)P(=O)(N(C)C)N(C)C.CN(C)P(=O)(N(C)C)N(C)C.CN(C)P(=O)(N(C)C)N(C)C.CN(C)P(=O)(N(C)C)N(C)C.CN(C)P(=O)(N(C)C)N(C)C.CN(C)P(=O)(N(C)C)N(C)C.CN(C)P(=O)(N(C)C)N(C)C.CN(C)P(=O)(N(C)C)N(C)C.CCCC#N.CCCC#N.CC#N.CC#N
Maximum force in hartree/bohr: 0.0793

Each atom is followed by the atoms it is bonded to, with distances in Å.
Element x y z (Å)
1 P 3.337 5.274 -0.910  O13 1.502, N33 1.665, N40 1.678, N44 1.689
2 P -6.345 1.291 2.996  O12 1.468, N30 1.697, N35 1.669, N38 1.614
3 P -0.884 2.839 5.419  O16 1.492, N17 1.646, N28 1.613, N37 1.622
4 P 2.227 -5.864 -1.755  O9 1.453, N18 1.621, N36 1.670, N41 1.649
5 P 5.602 -0.460 -5.063  O10 1.468, N34 1.636, N42 1.669, N43 1.631
6 P -5.458 -5.041 1.202  O14 1.498, N21 1.660, N24 1.684, N29 1.657
7 P -3.161 -0.776 -4.040  O11 1.448, N20 1.717, N26 1.667, N39 1.626
8 P 4.610 -0.188 3.925  O15 1.462, N25 1.607, N31 1.657, N32 1.660
9 O 2.630 -7.104 -1.113  P4 1.453
10 O 5.541 0.991 -5.277  P5 1.468
11 O -4.304 -1.230 -3.278  P7 1.448
12 O -6.158 1.364 4.450  P2 1.468
13 O 1.989 5.192 -1.566  P1 1.502
14 O -5.120 -6.075 0.173  P6 1.498
15 O 4.378 0.743 5.027  P8 1.462
16 O -0.453 1.421 5.590  P3 1.492
17 N -0.037 4.052 6.140  P3 1.646, C96 1.464, C97 1.449
18 N 2.219 -6.017 -3.368  P4 1.621, C50 1.460, C101 1.401
19 N -2.156 3.725 0.029  C89 1.123
20 N -1.752 -1.593 -3.494  P7 1.717, C74 1.434, C84 1.475
21 N -4.412 -4.996 2.489  P6 1.660, C47 1.493, C104 1.499
22 N 0.190 3.400 -7.394  C45 1.129
23 N 0.926 -2.901 3.288  C53 1.150
24 N -5.647 -3.541 0.458  P6 1.684, C60 1.512, C90 1.414
25 N 5.939 -0.022 3.037  P8 1.607, C61 1.480, C82 1.407
26 N -2.703 0.790 -3.695  P7 1.667, C68 1.475, C77 1.480
27 N 1.618 0.803 -1.575  C56 1.149
28 N -2.410 2.923 5.935  P3 1.613, C52 1.477, C66 1.415
29 N -6.925 -5.137 1.967  P6 1.657, C46 1.398, C59 1.445
30 N -6.953 2.672 2.219  P2 1.697, C49 1.472, C81 1.468
31 N 4.759 -1.721 4.535  P8 1.657, C69 1.450, C91 1.418
32 N 3.397 -0.106 2.794  P8 1.660, C98 1.446, C100 1.423
33 N 3.993 6.768 -1.239  P1 1.665, C58 1.459, C102 1.441
34 N 4.659 -0.927 -3.811  P5 1.636, C87 1.505, C93 1.419
35 N -4.862 1.036 2.276  P2 1.669, C51 1.453, C67 1.498
36 N 3.248 -4.677 -1.174  P4 1.670, C80 1.477, C85 1.442
37 N -0.713 3.278 3.867  P3 1.622, C65 1.436, C76 1.443
38 N -7.419 0.114 2.739  P2 1.614, C63 1.436, C71 1.435
39 N -3.441 -0.759 -5.642  P7 1.626, C75 1.415, C103 1.485
40 N 3.311 5.009 0.748  P1 1.678, C64 1.455, C88 1.483
41 N 0.692 -5.327 -1.483  P4 1.649, C54 1.445, C72 1.464
42 N 7.184 -0.747 -4.612  P5 1.669, C48 1.454, C70 1.446
43 N 5.145 -1.444 -6.281  P5 1.631, C86 1.433, C99 1.411
44 N 4.359 4.059 -1.486  P1 1.689, C55 1.416, C78 1.419
45 C 1.055 3.308 -6.675  N22 1.129, C95 1.492
46 C -8.087 -4.464 1.575  N29 1.398, H155 1.106, H206 1.119, H265 1.102
47 C -4.661 -4.202 3.728  N21 1.493, H111 1.103, H142 1.110, H233 1.130
48 C 7.908 -1.999 -4.454  N42 1.454, H113 1.078, H140 1.076, H219 1.114
49 C -8.261 3.016 2.798  N30 1.472, H184 1.067, H200 1.077, H255 1.089
50 C 3.253 -6.863 -3.958  N18 1.460, H108 1.131, H124 1.109, H158 1.128
51 C -4.541 1.212 0.869  N35 1.453, H207 1.100, H208 1.098, H218 1.068
52 C -3.112 1.755 6.505  N28 1.477, H187 1.157, H250 1.091, H262 1.124
53 C 0.680 -2.456 4.318  N23 1.150, C73 1.459
54 C -0.334 -6.288 -1.815  N41 1.445, H151 1.106, H209 1.113, H230 1.102
55 C 5.166 3.245 -0.654  N44 1.416, H128 1.110, H143 1.087, H224 1.073
56 C 0.841 0.428 -0.815  N27 1.149, C57 1.475
57 C -0.126 -0.191 0.110  C56 1.475, C92 1.527, H167 1.111, H188 1.120
58 C 3.072 7.861 -1.534  N33 1.459, H165 1.075, H214 1.120, H235 1.087
59 C -7.179 -6.360 2.693  N29 1.445, H162 1.100, H179 1.076, H240 1.145
60 C -5.062 -3.385 -0.927  N24 1.512, H112 1.108, H227 1.089, H252 1.099
61 C 6.024 1.300 2.375  N25 1.480, H125 1.065, H239 1.112, H256 1.084
62 C -1.585 5.964 -2.459  C79 1.577, C83 1.514, H105 1.083, H238 1.119
63 C -7.879 -0.732 3.804  N38 1.436, H107 1.032, H178 1.063, H194 1.114
64 C 2.892 6.042 1.683  N40 1.455, H150 1.097, H156 1.132, H173 1.112
65 C -0.982 2.367 2.790  N37 1.436, H116 1.102, H127 1.074, H177 1.078
66 C -3.309 3.944 5.547  N28 1.415, H157 1.078, H168 1.089, H183 1.131
67 C -3.835 0.252 3.034  N35 1.498, H149 1.119, H189 1.123, H246 1.115
68 C -2.491 1.151 -2.280  N26 1.475, H139 1.092, H154 1.098, H231 1.085
69 C 4.538 -2.001 5.941  N31 1.450, H123 1.081, H166 1.082, H267 1.091
70 C 8.030 0.414 -4.770  N42 1.446, H160 1.104, H171 1.086, H199 1.122
71 C -8.053 -0.167 1.484  N38 1.435, H126 1.087, H181 1.081, H185 1.089
72 C 0.501 -4.826 -0.121  N41 1.464, H138 1.113, H159 1.075, H261 1.090
73 C 0.469 -1.818 5.613  C53 1.459, H114 1.047, H210 1.068, H215 1.090
74 C -1.995 -2.994 -3.308  N20 1.434, H198 1.090, H223 1.072, H264 1.057
75 C -2.499 -0.436 -6.648  N39 1.415, H118 1.122, H152 1.067, H195 1.071
76 C -0.751 4.649 3.417  N37 1.443, H196 1.095, H221 1.091, H229 1.113
77 C -3.384 1.859 -4.458  N26 1.480, H136 1.110, H174 1.084, H236 1.093
78 C 4.137 3.623 -2.818  N44 1.419, H204 1.057, H211 1.105, H216 1.104
79 C -1.027 5.822 -0.992  C62 1.577, C89 1.473, H141 1.108, H251 1.099
80 C 3.990 -4.920 0.080  N36 1.477, H134 1.108, H182 1.100, H263 1.113
81 C -6.055 3.833 2.253  N30 1.468, H137 1.091, H225 1.068, H245 1.124
82 C 7.145 -0.740 3.125  N25 1.407, H131 1.097, H217 1.104, H241 1.068
83 C -1.192 4.840 -3.394  C62 1.514, H190 1.057, H247 1.119, H266 1.068
84 C -0.515 -1.438 -4.281  N20 1.475, H176 1.125, H192 1.073, H253 1.076
85 C 3.252 -3.272 -1.496  N36 1.442, H110 1.142, H129 1.124, H133 1.091
86 C 4.477 -0.885 -7.418  N43 1.433, H148 1.080, H153 1.081, H268 1.083
87 C 3.250 -0.452 -4.041  N34 1.505, H146 1.092, H147 1.087, H205 1.123
88 C 2.823 3.693 1.226  N40 1.483, H145 1.121, H191 1.095, H244 1.127
89 C -1.611 4.619 -0.376  N19 1.123, C79 1.473
90 C -5.401 -2.324 1.135  N24 1.414, H202 1.122, H232 1.097, H258 1.079
91 C 4.506 -2.905 3.796  N31 1.418, H109 1.064, H186 1.089, H248 1.153
92 C -0.569 -1.622 -0.185  C57 1.527, C94 1.528, H175 1.087, H249 1.107
93 C 5.044 -0.530 -2.505  N34 1.419, H201 1.063, H213 1.083, H234 1.078
94 C -1.447 -2.070 0.983  C92 1.528, H193 1.133, H243 1.113, H259 1.087
95 C 2.051 3.044 -5.596  C45 1.492, H106 1.069, H122 1.070, H242 1.122
96 C 1.301 4.421 5.674  N17 1.464, H135 1.088, H164 1.081, H222 1.062
97 C -0.339 4.490 7.488  N17 1.449, H130 1.086, H180 1.129, H220 1.120
98 C 3.349 -0.832 1.545  N32 1.446, H120 1.082, H161 1.108, H257 1.089
99 C 5.084 -2.843 -6.109  N43 1.411, H115 1.103, H144 1.099, H260 1.103
100 C 2.176 0.594 3.005  N32 1.423, H117 1.122, H172 1.123, H254 1.098
101 C 1.769 -5.044 -4.269  N18 1.401, H121 1.112, H170 1.089, H226 1.079
102 C 5.325 7.251 -0.974  N33 1.441, H132 1.124, H197 1.097, H228 1.097
103 C -4.612 -1.505 -6.168  N39 1.485, H119 1.070, H163 1.100, H169 1.082
104 C -3.163 -5.823 2.417  N21 1.499, H203 1.109, H212 1.100, H237 1.089
105 H -1.288 6.932 -2.845  C62 1.083
106 H 3.052 3.113 -5.966  C95 1.069
107 H -8.870 -0.978 3.654  C63 1.032
108 H 3.774 -7.494 -3.178  C50 1.131
109 H 3.579 -3.329 4.102  C91 1.064
110 H 4.327 -2.887 -1.474  C85 1.142
111 H -5.741 -3.984 3.786  C47 1.103
112 H -3.980 -3.250 -0.732  C60 1.108
113 H 8.629 -1.990 -3.653  C48 1.078
114 H -0.414 -2.178 6.045  C73 1.047
115 H 4.168 -3.055 -5.533  C99 1.103
116 H -0.170 2.264 2.051  C65 1.102
117 H 1.822 1.095 2.066  C100 1.122
118 H -2.111 -1.397 -7.078  C75 1.122
119 H -5.345 -1.711 -5.416  C103 1.070
120 H 4.209 -1.423 1.258  C98 1.082
121 H 1.151 -4.284 -3.742  C101 1.112
122 H 1.794 2.098 -5.165  C95 1.070
123 H 5.280 -2.708 6.286  C69 1.081
124 H 4.060 -6.301 -4.470  C50 1.109
125 H 6.853 1.788 2.831  C61 1.065
126 H -8.048 -1.242 1.319  C71 1.087
127 H -1.187 1.385 3.175  C65 1.074
128 H 6.208 3.323 -1.030  C55 1.110
129 H 2.727 -2.612 -0.753  C85 1.124
130 H 0.437 4.157 8.172  C97 1.086
131 H 7.901 -0.071 3.556  C82 1.097
132 H 5.293 8.008 -0.144  C102 1.124
133 H 2.869 -3.113 -2.505  C85 1.091
134 H 5.073 -4.719 -0.036  C80 1.108
135 H 1.516 4.107 4.655  C96 1.088
136 H -3.967 2.448 -3.719  C77 1.110
137 H -6.314 4.564 1.486  C81 1.091
138 H 0.509 -5.728 0.533  C72 1.113
139 H -1.817 0.430 -1.813  C68 1.092
140 H 7.254 -2.843 -4.326  C48 1.076
141 H -1.216 6.725 -0.379  C79 1.108
142 H -4.347 -4.801 4.609  C47 1.110
143 H 4.766 2.236 -0.705  C55 1.087
144 H 5.104 -3.385 -7.065  C99 1.099
145 H 3.049 3.391 2.281  C88 1.121
146 H 2.644 -1.122 -3.426  C87 1.092
147 H 3.082 0.532 -3.610  C87 1.087
148 H 3.949 0.045 -7.267  C86 1.080
149 H -3.993 -0.831 2.800  C67 1.119
150 H 3.008 7.093 1.393  C64 1.097
151 H -0.304 -6.614 -2.871  C54 1.106
152 H -2.954 0.033 -7.491  C75 1.067
153 H 3.681 -1.562 -7.695  C86 1.081
154 H -2.022 2.137 -2.167  C68 1.098
155 H -8.707 -4.150 2.435  C46 1.106
156 H 1.813 5.856 1.971  C64 1.132
157 H -4.364 3.729 5.487  C66 1.078
158 H 2.756 -7.521 -4.728  C50 1.128
159 H -0.446 -4.324 -0.028  C72 1.075
160 H 7.666 1.076 -5.575  C70 1.104
161 H 2.436 -1.451 1.448  C98 1.108
162 H -7.425 -7.216 2.048  C59 1.100
163 H -4.931 -0.820 -6.968  C103 1.100
164 H 1.275 5.502 5.685  C96 1.081
165 H 3.497 8.428 -2.342  C58 1.075
166 H 3.513 -2.340 6.024  C69 1.082
167 H -1.020 0.463 0.180  C57 1.111
168 H -3.046 4.318 4.559  C66 1.089
169 H -4.299 -2.407 -6.677  C103 1.082
170 H 2.595 -4.501 -4.725  C101 1.089
171 H 8.137 1.008 -3.866  C70 1.086
172 H 1.274 0.039 3.378  C100 1.123
173 H 3.367 5.893 2.677  C64 1.112
174 H -2.752 2.441 -5.118  C77 1.084
175 H 0.350 -2.199 -0.248  C92 1.087
176 H -0.595 -1.946 -5.282  C84 1.125
177 H -1.893 2.611 2.268  C65 1.078
178 H -7.701 -0.209 4.712  C63 1.063
179 H -6.322 -6.627 3.284  C59 1.076
180 H -0.323 5.614 7.593  C97 1.129
181 H -7.640 0.335 0.620  C71 1.081
182 H 3.642 -4.211 0.846  C80 1.100
183 H -3.217 4.843 6.227  C66 1.131
184 H -8.091 3.180 3.839  C49 1.067
185 H -9.103 0.121 1.489  C71 1.089
186 H 4.419 -2.669 2.737  C91 1.089
187 H -3.157 1.947 7.645  C52 1.157
188 H 0.295 -0.255 1.146  C57 1.120
189 H -2.787 0.488 2.706  C67 1.123
190 H -1.447 3.828 -3.220  C83 1.057
191 H 3.159 2.901 0.549  C88 1.095
192 H 0.288 -1.901 -3.740  C84 1.073
193 H -0.827 -2.232 1.917  C94 1.133
194 H -7.283 -1.670 3.880  C63 1.114
195 H -1.641 0.117 -6.326  C75 1.071
196 H 0.051 4.859 2.702  C76 1.095
197 H 5.939 6.364 -0.773  C102 1.097
198 H -3.041 -3.250 -3.142  C74 1.090
199 H 9.052 0.036 -5.039  C70 1.122
200 H -8.936 2.209 2.566  C49 1.077
201 H 5.934 -1.035 -2.216  C93 1.063
202 H -5.857 -2.240 2.157  C90 1.122
203 H -2.262 -5.185 2.318  C104 1.109
204 H 4.978 3.070 -3.143  C78 1.057
205 H 2.910 -0.646 -5.093  C87 1.123
206 H -8.758 -5.083 0.929  C46 1.119
207 H -4.448 0.269 0.311  C51 1.100
208 H -5.340 1.758 0.350  C51 1.098
209 H -1.331 -5.800 -1.730  C54 1.113
210 H 1.278 -2.015 6.282  C73 1.068
211 H 4.043 4.443 -3.552  C78 1.105
212 H -3.026 -6.529 3.248  C104 1.100
213 H 4.270 -0.687 -1.763  C93 1.083
214 H 2.835 8.575 -0.704  C58 1.120
215 H 0.323 -0.740 5.534  C73 1.090
216 H 3.280 2.928 -2.860  C78 1.104
217 H 7.129 -1.590 3.829  C82 1.104
218 H -3.655 1.806 0.819  C51 1.068
219 H 8.454 -2.190 -5.407  C48 1.114
220 H -1.376 4.154 7.743  C97 1.120
221 H -0.615 5.290 4.289  C76 1.091
222 H 2.122 4.064 6.246  C96 1.062
223 H -1.530 -3.361 -2.415  C74 1.072
224 H 5.142 3.635 0.345  C55 1.073
225 H -5.047 3.530 2.074  C81 1.068
226 H 1.232 -5.541 -5.063  C101 1.079
227 H -5.227 -4.275 -1.533  C60 1.089
228 H 5.651 7.683 -1.928  C102 1.097
229 H -1.740 4.816 2.935  C76 1.113
230 H -0.357 -7.211 -1.214  C54 1.102
231 H -3.439 1.308 -1.776  C68 1.085
232 H -5.678 -1.413 0.590  C90 1.097
233 H -4.088 -3.227 3.740  C47 1.130
234 H 5.205 0.531 -2.415  C93 1.078
235 H 2.129 7.515 -1.949  C58 1.087
236 H -4.093 1.373 -5.132  C77 1.093
237 H -3.172 -6.433 1.513  C104 1.089
238 H -2.703 5.995 -2.413  C62 1.119
239 H 6.193 1.163 1.285  C61 1.112
240 H -8.059 -6.203 3.410  C59 1.145
241 H 7.528 -1.108 2.198  C82 1.068
242 H 1.868 3.851 -4.839  C95 1.122
243 H -2.081 -2.972 0.826  C94 1.113
244 H 1.701 3.614 1.166  C88 1.127
245 H -6.141 4.377 3.233  C81 1.124
246 H -3.941 0.437 4.128  C67 1.115
247 H -1.636 4.985 -4.411  C83 1.119
248 H 5.373 -3.662 3.853  C91 1.153
249 H -1.103 -1.662 -1.153  C92 1.107
250 H -4.116 1.630 6.096  C52 1.091
251 H 0.055 5.651 -1.080  C79 1.099
252 H -5.562 -2.504 -1.354  C60 1.099
253 H -0.342 -0.385 -4.416  C84 1.076
254 H 2.290 1.407 3.734  C100 1.098
255 H -8.658 3.923 2.343  C49 1.089
256 H 5.129 1.886 2.552  C61 1.084
257 H 3.205 -0.159 0.701  C98 1.089
258 H -4.332 -2.197 1.210  C90 1.079
259 H -2.119 -1.235 1.166  C94 1.087
260 H 5.939 -3.283 -5.568  C99 1.103
261 H 1.280 -4.161 0.252  C72 1.090
262 H -2.481 0.831 6.394  C52 1.124
263 H 3.866 -5.947 0.492  C80 1.113
264 H -1.669 -3.548 -4.148  C74 1.057
265 H -7.905 -3.545 0.995  C46 1.102
266 H -0.147 4.802 -3.609  C83 1.068
267 H 4.652 -1.177 6.647  C69 1.091
268 H 5.137 -0.657 -8.245  C86 1.083